The following is a DFT calculation (ωB97M-V/def2-TZVPD) of a 2-piece molecular cluster, C34H42N3 overall in a non-equilibrium geometry.

Structure (XYZ):
```
79
C34H42N3 | OMol25 | ωB97M-V/def2-TZVPD
C 3.428 -0.144 3.729
C 2.969 1.037 3.130
C 1.711 1.077 2.540
C 0.855 -0.055 2.579
C -0.483 0.036 2.059
C -1.522 -0.813 2.444
N -2.702 -0.414 2.956
C -3.610 -1.427 3.514
C -5.071 -1.025 3.344
C -5.341 0.349 3.944
C -4.361 1.392 3.408
C -2.897 0.944 3.458
C 1.349 -1.252 3.153
C 2.628 -1.295 3.702
H 4.412 -0.170 4.203
H 3.600 1.928 3.114
H 1.360 1.984 2.047
H -0.732 0.935 1.491
H -1.420 -1.899 2.308
H -3.405 -2.382 3.017
H -3.402 -1.547 4.594
H -5.314 -1.016 2.276
H -5.699 -1.786 3.817
H -6.365 0.657 3.712
H -5.264 0.295 5.037
H -4.617 1.628 2.369
H -4.454 2.320 3.980
H -2.561 0.996 4.513
H -2.270 1.636 2.886
H 0.704 -2.134 3.154
H 3.012 -2.230 4.109
C 4.842 4.049 -1.528
N 5.027 2.723 -0.978
C 6.113 2.631 -0.022
C 6.551 1.193 0.189
C 5.368 0.311 0.571
C 4.162 0.584 -0.264
C 4.104 1.733 -1.112
C 3.052 1.825 -2.060
C 1.994 0.950 -2.014
C 1.878 -0.001 -0.944
C 0.700 -0.718 -0.630
C -0.452 -0.739 -1.461
C -1.066 -1.981 -1.755
C -1.974 -2.109 -2.785
C -2.429 -0.945 -3.475
N -3.338 -1.064 -4.484
C -3.896 0.112 -5.118
C -4.052 -2.303 -4.733
C -3.166 -3.519 -4.518
C -2.456 -3.466 -3.170
C -1.930 0.323 -3.077
C -0.985 0.430 -2.083
C 3.062 -0.243 -0.185
H 3.862 4.164 -1.996
H 4.934 4.804 -0.733
H 5.619 4.266 -2.277
H 6.942 3.244 -0.401
H 5.791 3.075 0.940
H 6.990 0.813 -0.740
H 7.321 1.162 0.963
H 5.654 -0.744 0.458
H 5.116 0.443 1.635
H 3.083 2.603 -2.821
H 1.235 0.994 -2.792
H 0.795 -1.504 0.121
H -0.725 -2.871 -1.220
H -3.104 0.736 -5.547
H -4.558 -0.219 -5.924
H -4.480 0.728 -4.417
H -4.935 -2.368 -4.066
H -4.423 -2.261 -5.765
H -3.781 -4.420 -4.580
H -2.423 -3.564 -5.321
H -1.601 -4.154 -3.193
H -3.134 -3.845 -2.390
H -2.294 1.218 -3.581
H -0.611 1.409 -1.785
H 3.083 -1.112 0.481
```

- Total charge: +1
- Calculated total energy: -1484.79035 Ha
- M: 492.73 g/mol
- HOMO-LUMO gap: 4.86 eV

Results of the Löwdin charge analysis, in e, for atoms 1 through 8: -0.117 -0.114 -0.056 -0.268 -0.114 -0.074 -0.099 -0.150

***

The following is a DFT calculation (ωB97M-V/def2-TZVPD) of C15H20N6O2PdS as an isolated structure in a non-equilibrium geometry.

Structure (XYZ):
```
45
C15H20N6O2PdS | OMol25 | ωB97M-V/def2-TZVPD
Pd 1.692 -0.583 1.239
C 0.843 3.519 2.493
C 0.870 2.256 1.682
N 0.668 1.084 2.216
N 0.437 0.946 3.507
C 0.432 -0.262 4.021
N 0.166 -0.364 5.347
S 0.658 -1.746 3.187
C 1.143 2.277 0.258
C 1.435 3.450 -0.453
C 1.691 3.374 -1.807
C 1.647 2.136 -2.436
C 1.344 1.022 -1.671
N 1.101 1.080 -0.371
H 0.674 3.247 3.532
H 0.037 4.164 2.149
H 1.783 4.063 2.415
H 0.290 0.460 5.910
H 0.351 -1.258 5.772
H 1.455 4.403 0.049
H 1.922 4.264 -2.376
H 1.838 2.042 -3.493
H 1.288 0.033 -2.110
O 3.861 -0.375 0.450
C 4.118 0.185 1.525
O 3.323 0.306 2.479
H 5.134 0.621 1.665
N 0.882 -2.040 -0.143
C -0.158 -2.214 -0.626
N -1.313 -2.358 -1.197
C -2.394 -1.450 -0.865
C -3.024 -0.894 -2.151
C -2.879 -1.905 -3.297
C -2.908 -3.332 -2.756
C -1.660 -3.579 -1.907
H -1.988 -0.640 -0.255
H -3.142 -1.992 -0.272
H -2.545 0.047 -2.428
H -4.078 -0.689 -1.961
H -1.931 -1.748 -3.814
H -3.675 -1.766 -4.027
H -2.932 -4.051 -3.576
H -3.811 -3.480 -2.161
H -0.812 -3.852 -2.543
H -1.833 -4.401 -1.200
```

- Total charge: 0
- Calculated total energy: -1588.60340 Ha
- M: 454.85 g/mol
- HOMO-LUMO gap (spin up / spin down): 6.44 / 6.41 eV

Results of the Löwdin charge analysis, in e, for atoms 1 through 8: 0.773 -0.029 -0.272 -0.082 -0.023 -0.870 0.065 0.626

***

The following is a DFT calculation (ωB97M-V/def2-TZVPD) of C13H29EuN5O7 as an isolated structure in a non-equilibrium geometry.

Structure (XYZ):
```
55
C13H29EuN5O7 | OMol25 | ωB97M-V/def2-TZVPD
O -2.321 2.222 1.263
H -2.048 3.164 0.587
Eu -1.533 0.136 0.227
N -1.107 -0.526 2.574
N 0.582 1.091 1.609
N -1.890 -0.469 -2.166
N 0.243 0.816 -1.644
O -2.360 -0.810 2.418
O -3.059 -0.979 -2.373
O 1.476 1.363 -1.354
O 1.588 1.754 1.119
C 0.314 1.303 2.931
C -0.789 0.531 3.399
C -1.000 -0.466 -3.176
C 0.197 0.262 -2.878
C -1.662 0.927 4.526
H -2.316 1.759 4.213
H -1.071 1.277 5.383
H -2.286 0.077 4.828
C 1.040 2.349 3.700
H 0.987 3.312 3.170
H 2.101 2.075 3.806
H 0.614 2.481 4.699
C -1.254 -1.152 -4.466
C 1.319 0.259 -3.862
H -2.313 -1.387 -4.589
H -0.693 -2.096 -4.522
H -0.948 -0.516 -5.302
H 2.177 0.816 -3.480
H 0.989 0.703 -4.810
H 1.626 -0.773 -4.097
H -3.783 0.168 -1.467
H 1.465 1.512 -0.317
C -1.573 3.855 -0.391
H -2.070 4.833 -0.373
H -1.772 3.264 -1.299
H -0.503 3.875 -0.156
O -3.750 0.751 -0.645
H -3.244 2.356 1.522
H -4.031 1.655 -0.914
C 3.367 -3.595 0.235
N 2.370 -2.645 -0.240
C 2.607 -2.022 -1.539
C 1.205 -2.408 0.402
C 1.005 -2.975 1.780
O 0.338 -1.688 -0.153
H 4.221 -3.548 -0.445
H 2.980 -4.626 0.233
H 3.703 -3.347 1.251
H 1.908 -2.427 -2.298
H 2.483 -0.928 -1.473
H 3.641 -2.269 -1.825
H 1.200 -2.188 2.515
H -0.034 -3.291 1.883
H 1.666 -3.820 1.978
```

- Total charge: +1
- Spin multiplicity: 7
- Calculated total energy: -2022.91142 Ha
- M: 519.37 g/mol
- HOMO-LUMO gap (spin up / spin down): 4.65 / 4.29 eV
- <S²>: 12.1552

Results of the Löwdin charge analysis, in e, for atoms 1 through 8: -0.219 -0.019 2.083 -0.186 -0.080 -0.230 -0.137 -0.200

***

The following is a DFT calculation (ωB97M-V/def2-TZVPD) of a 2-piece molecular cluster, C4H9N2OS overall in a non-equilibrium geometry.

Structure (XYZ):
```
17
C4H9N2OS | OMol25 | ωB97M-V/def2-TZVPD
C -0.245 -1.126 1.868
C -1.047 0.049 2.199
C -0.247 -0.167 -0.196
C -0.397 -0.534 -1.686
N 0.141 -1.151 0.630
N 1.462 1.015 -0.593
O -0.267 0.611 -2.393
S -1.262 0.958 0.689
H -0.023 -2.063 2.549
H -2.082 -0.127 2.551
H -0.451 0.671 2.932
H -1.503 -0.880 -1.781
H 0.265 -1.287 -1.879
H 1.637 1.434 -1.559
H 2.200 0.329 -0.414
H 1.407 1.752 0.131
H 0.412 0.516 -3.046
```

- Total charge: +1
- Calculated total energy: -740.43108 Ha
- M: 133.20 g/mol
- HOMO-LUMO gap: 8.97 eV

Results of the Löwdin charge analysis, in e, for atoms 1 through 8: -0.098 -0.423 -0.534 -0.243 0.045 0.110 -0.045 1.060

***

The following is a DFT calculation (ωB97M-V/def2-TZVPD) of one molecule with the formula C8H12FNO2S in a non-equilibrium geometry.

Structure (XYZ):
```
25
C8H12FNO2S | OMol25 | ωB97M-V/def2-TZVPD
C -0.560 -1.392 1.711
C 0.292 1.124 -0.637
C -1.093 1.404 0.176
C 0.305 -0.528 -0.876
C 1.102 -1.383 0.085
C -2.138 0.548 -0.549
C 2.645 -1.213 0.073
C -3.522 0.673 -0.218
N 0.639 -1.125 1.516
O -1.936 -1.876 -1.625
O -1.383 -1.873 0.771
F -3.771 0.218 1.157
S -1.428 -0.958 -0.626
H -0.896 -1.136 2.718
H 0.361 1.701 -1.682
H 1.209 1.439 0.026
H -0.940 1.117 1.181
H -1.337 2.513 0.047
H 0.683 -0.706 -1.937
H 0.836 -2.448 -0.189
H 2.890 -2.163 0.684
H 3.008 -0.374 0.710
H 2.959 -1.052 -0.962
H -4.017 -0.044 -0.797
H -3.681 1.662 -0.104
```

- Total charge: 0
- Calculated total energy: -1015.15027 Ha
- Structure (SMILES): C[C@H]1N=CO[S@@]2(=O)=C(CF)CC[C@@H]12
- M: 205.25 g/mol
- HOMO-LUMO gap: 9.12 eV

Results of the Löwdin charge analysis, in e, for atoms 1 through 8: -0.305 -0.108 -0.192 -0.288 -0.394 -0.379 -0.054 -0.159

***

Repeat the fourth record exactly.
The following is a DFT calculation (ωB97M-V/def2-TZVPD) of a 2-piece molecular cluster, C4H9N2OS overall in a non-equilibrium geometry.

Structure (XYZ):
```
17
C4H9N2OS | OMol25 | ωB97M-V/def2-TZVPD
C -0.245 -1.126 1.868
C -1.047 0.049 2.199
C -0.247 -0.167 -0.196
C -0.397 -0.534 -1.686
N 0.141 -1.151 0.630
N 1.462 1.015 -0.593
O -0.267 0.611 -2.393
S -1.262 0.958 0.689
H -0.023 -2.063 2.549
H -2.082 -0.127 2.551
H -0.451 0.671 2.932
H -1.503 -0.880 -1.781
H 0.265 -1.287 -1.879
H 1.637 1.434 -1.559
H 2.200 0.329 -0.414
H 1.407 1.752 0.131
H 0.412 0.516 -3.046
```

- Total charge: +1
- Calculated total energy: -740.43108 Ha
- M: 133.20 g/mol
- HOMO-LUMO gap: 8.97 eV

Results of the Löwdin charge analysis, in e, for atoms 1 through 8: -0.098 -0.423 -0.534 -0.243 0.045 0.110 -0.045 1.060